# 1
Below is a 3-piece molecular cluster, C38H61BF6N2O15P overall in a non-equilibrium geometry, with properties calculated with wB97M-V/def2-TZVPD.

**Calculated total energy**: -100352.2292 eV
**Multiplicity**: 1
**LUMO energy**: -4.389 eV
**Kohn-Sham gap**: 6.08 eV
**Highest occupied orbital energy**: -0.38484 Ha
**Charge**: +1
**ΔE to the lowest compared entry with this formula, charge and spin**: 0.000 eV

Cartesian coordinates (Å):
C (-2.13, 1.49, 7.61)
O (-2.59, 0.23, 7.12)
C (-2.01, -0.88, 7.78)
C (-2.30, -2.12, 6.96)
C (-1.45, -2.35, 5.70)
C (-0.33, -1.32, 5.46)
C (0.12, -1.41, 4.03)
C (-0.19, -0.53, 3.00)
C (-0.99, 0.73, 3.22)
C (-0.12, 2.01, 3.10)
C (-0.32, 3.01, 4.25)
C (-0.49, 4.47, 3.78)
N (-1.84, 5.01, 3.94)
C (-2.84, 4.28, 3.18)
C (-2.14, 5.37, 5.27)
C (-3.42, 4.89, 5.92)
O (-1.37, 6.04, 5.90)
C (0.28, -0.83, 1.71)
C (-0.05, 0.13, 0.59)
O (0.67, 1.04, 0.32)
O (-1.19, -0.18, -0.09)
C (-2.32, 0.66, -0.04)
F (-2.68, 0.95, -1.30)
F (-1.96, 1.85, 0.53)
C (-3.46, 0.04, 0.71)
C (-3.32, -1.17, 1.38)
C (-4.40, -1.70, 2.06)
C (-5.62, -1.04, 2.06)
C (-5.75, 0.16, 1.38)
C (-7.07, 0.87, 1.40)
F (-7.11, 1.91, 0.56)
F (-7.33, 1.35, 2.64)
F (-8.08, 0.04, 1.08)
C (-4.67, 0.71, 0.70)
C (1.06, -1.97, 1.44)
P (1.77, -2.46, -0.16)
O (3.21, -2.62, -0.04)
O (1.29, -1.45, -1.27)
O (0.90, -3.74, -0.49)
C (1.38, -2.82, 2.50)
B (2.30, -4.16, 2.44)
O (1.67, -5.29, 2.08)
O (3.62, -4.10, 2.74)
N (0.88, -2.47, 3.68)
F (1.22, -3.31, 4.69)
H (-2.98, 2.16, 7.68)
H (-1.41, 1.92, 6.92)
H (-1.67, 1.38, 8.60)
H (-2.49, -1.01, 8.75)
H (-0.95, -0.72, 7.96)
H (-2.26, -2.99, 7.61)
H (-3.34, -2.03, 6.64)
H (-0.98, -3.33, 5.79)
H (-2.07, -2.41, 4.81)
H (0.54, -1.52, 6.09)
H (-0.67, -0.31, 5.63)
H (-1.49, 0.72, 4.18)
H (-1.79, 0.72, 2.48)
H (0.92, 1.70, 3.10)
H (-0.28, 2.51, 2.15)
H (-1.17, 2.73, 4.87)
H (0.56, 2.98, 4.90)
H (0.19, 5.13, 4.32)
H (-0.23, 4.56, 2.73)
H (-3.77, 4.84, 3.13)
H (-3.07, 3.29, 3.59)
H (-2.46, 4.13, 2.18)
H (-4.02, 5.76, 6.18)
H (-4.00, 4.17, 5.35)
H (-3.11, 4.44, 6.85)
H (-2.38, -1.70, 1.37)
H (-4.31, -2.64, 2.59)
H (-6.46, -1.46, 2.59)
H (-4.79, 1.64, 0.17)
H (1.96, -0.75, -1.40)
H (0.82, -3.88, -1.45)
H (2.24, -6.06, 2.25)
H (3.88, -3.49, 3.44)
C (5.55, -3.42, -1.95)
O (5.29, -3.43, -3.34)
C (4.05, -2.85, -3.69)
C (4.12, -2.06, -4.97)
O (4.80, -0.83, -4.87)
C (6.21, -0.84, -4.76)
C (6.95, -1.21, -6.03)
O (6.83, -2.58, -6.33)
C (6.71, -2.87, -7.70)
H (4.95, -4.17, -1.43)
H (6.61, -3.65, -1.81)
H (5.35, -2.44, -1.52)
H (3.70, -2.19, -2.88)
H (3.31, -3.66, -3.82)
H (3.09, -1.78, -5.22)
H (4.50, -2.68, -5.79)
H (6.55, -1.46, -3.93)
H (6.48, 0.19, -4.53)
H (8.01, -0.96, -5.89)
H (6.56, -0.60, -6.86)
H (5.96, -2.23, -8.18)
H (6.40, -3.91, -7.79)
H (7.67, -2.74, -8.22)
C (1.56, 2.40, -8.65)
O (0.72, 2.53, -7.52)
C (-0.57, 3.01, -7.81)
C (-1.61, 2.36, -6.93)
O (-1.90, 1.01, -7.26)
C (-0.94, 0.02, -6.97)
C (-0.78, -0.32, -5.51)
O (-0.11, 0.71, -4.81)
C (-0.57, 0.92, -3.50)
H (1.91, 3.37, -9.01)
H (2.42, 1.81, -8.35)
H (1.05, 1.88, -9.47)
H (-0.83, 2.85, -8.86)
H (-0.60, 4.10, -7.61)
H (-2.55, 2.89, -7.10)
H (-1.36, 2.47, -5.88)
H (0.03, 0.25, -7.43)
H (-1.32, -0.88, -7.46)
H (-0.18, -1.24, -5.44)
H (-1.76, -0.50, -5.07)
H (-1.66, 0.99, -3.47)
H (-0.16, 1.87, -3.15)
H (-0.25, 0.12, -2.83)

=====

# 2
Below is a 7-piece molecular cluster, C38H61Br2F4INO20 overall in a non-equilibrium geometry, with properties calculated with wB97M-V/def2-TZVPD.

**Calculated total energy**: -241877.2745 eV
**Multiplicity**: 1
**LUMO energy**: -3.154 eV
**Kohn-Sham gap**: 8.14 eV
**Highest occupied orbital energy**: -0.41488 Ha
**Charge**: +1

Cartesian coordinates (Å):
C (2.94, 3.66, -0.91)
C (1.50, 3.09, -1.39)
C (0.65, 2.40, -0.23)
F (-0.06, 3.43, 0.48)
N (-0.22, 1.25, -0.66)
C (0.32, 0.18, -1.55)
C (-0.99, -0.70, -1.94)
I (-1.19, -0.45, -4.14)
C (-0.79, -2.30, -1.82)
Br (-1.85, -3.15, -3.27)
C (-1.08, -2.90, -0.36)
C (-0.52, -4.43, -0.38)
Br (-0.08, -1.99, 1.11)
C (-2.21, 0.02, -1.19)
C (-3.72, -0.25, -1.65)
C (-4.81, 0.21, -0.54)
O (-5.22, 1.39, -0.43)
C (-5.28, -0.96, 0.47)
C (-4.60, -1.13, 1.84)
C (-5.11, -2.34, 2.71)
C (-6.22, -3.30, 2.24)
C (-6.89, -3.05, 0.85)
C (-6.43, -1.88, -0.06)
C (-1.69, 1.53, -1.00)
C (-1.77, 2.58, -2.20)
O (-2.86, 2.37, -3.13)
C (-3.46, 3.57, -3.54)
F (-4.49, 3.96, -2.63)
F (-2.57, 4.61, -3.84)
F (-4.15, 3.27, -4.76)
H (3.60, 3.65, -1.86)
H (3.45, 2.95, -0.17)
H (2.85, 4.74, -0.56)
H (1.69, 2.44, -2.31)
H (0.88, 3.98, -1.77)
H (1.41, 1.97, 0.53)
H (-0.34, 0.72, 0.24)
H (1.09, -0.52, -1.07)
H (0.71, 0.49, -2.58)
H (0.31, -2.51, -2.06)
H (-2.20, -2.99, -0.12)
H (-0.86, -5.00, -1.31)
H (-0.77, -5.00, 0.57)
H (0.63, -4.36, -0.45)
H (-2.18, -0.40, -0.11)
H (-4.00, 0.15, -2.68)
H (-3.82, -1.40, -1.74)
H (-3.77, -0.42, 2.20)
H (-4.60, -2.49, 3.72)
H (-6.50, -4.16, 2.93)
H (-7.71, -3.77, 0.49)
H (-6.94, -1.74, -1.07)
H (-2.20, 2.07, -0.13)
H (-0.80, 2.46, -2.82)
H (-1.76, 3.64, -1.72)
C (-1.18, -10.89, -0.25)
O (-2.30, -10.41, -1.00)
C (-2.47, -9.09, -0.94)
O (-1.78, -8.30, -0.33)
O (-3.55, -8.77, -1.68)
C (-3.84, -7.38, -1.71)
H (-1.14, -11.98, -0.37)
H (-0.25, -10.47, -0.63)
H (-1.30, -10.67, 0.81)
H (-3.01, -6.82, -2.15)
H (-4.06, -7.02, -0.70)
H (-4.72, -7.23, -2.33)
C (4.23, -7.15, 3.59)
O (3.52, -6.60, 2.49)
C (2.91, -7.51, 1.71)
O (2.93, -8.70, 1.87)
O (2.28, -6.86, 0.72)
C (1.59, -7.71, -0.20)
H (4.68, -6.33, 4.14)
H (3.56, -7.69, 4.25)
H (5.04, -7.80, 3.24)
H (0.81, -8.27, 0.32)
H (2.28, -8.38, -0.70)
H (1.11, -7.08, -0.95)
C (-0.48, 10.53, -4.81)
O (-0.63, 9.53, -5.81)
C (-1.32, 8.44, -5.41)
O (-1.79, 8.27, -4.31)
O (-1.39, 7.58, -6.44)
C (-2.09, 6.38, -6.15)
H (0.08, 11.35, -5.25)
H (-1.46, 10.91, -4.50)
H (0.07, 10.14, -3.96)
H (-3.13, 6.60, -5.89)
H (-1.60, 5.83, -5.35)
H (-2.08, 5.76, -7.05)
C (7.53, 4.86, -2.83)
O (8.41, 3.90, -2.24)
C (7.95, 3.38, -1.09)
O (6.90, 3.64, -0.55)
O (8.87, 2.51, -0.64)
C (8.51, 1.87, 0.58)
H (8.00, 5.21, -3.75)
H (6.57, 4.39, -3.09)
H (7.38, 5.71, -2.17)
H (7.60, 1.28, 0.46)
H (8.40, 2.60, 1.39)
H (9.32, 1.19, 0.85)
C (-2.57, -0.04, 7.04)
O (-1.33, -0.33, 6.41)
C (-1.28, -1.52, 5.79)
O (-2.18, -2.32, 5.74)
O (-0.07, -1.66, 5.24)
C (0.12, -2.90, 4.55)
H (-2.49, 0.95, 7.50)
H (-3.38, -0.01, 6.31)
H (-2.79, -0.77, 7.82)
H (-0.58, -2.98, 3.72)
H (0.02, -3.74, 5.23)
H (1.14, -2.90, 4.15)
C (1.33, 5.17, 2.31)
O (1.77, 6.25, 3.11)
C (2.93, 6.02, 3.76)
O (3.58, 5.01, 3.70)
O (3.23, 7.11, 4.47)
C (4.45, 7.01, 5.22)
H (0.39, 5.46, 1.83)
H (2.05, 4.95, 1.52)
H (1.14, 4.28, 2.92)
H (5.30, 6.86, 4.55)
H (4.38, 6.20, 5.95)
H (4.59, 7.95, 5.76)

=====

# 3
Below is a 4-piece molecular cluster, C38H61F9N2O17PS overall in a non-equilibrium geometry, with properties calculated with wB97M-V/def2-TZVPD.

**Calculated total energy**: -122748.1901 eV
**Multiplicity**: 1
**LUMO energy**: -3.252 eV
**Kohn-Sham gap**: 8.03 eV
**Highest occupied orbital energy**: -0.41449 Ha
**Charge**: +1

Cartesian coordinates (Å):
C (-4.31, 1.62, -0.34)
O (-4.98, 0.77, -1.31)
C (-5.92, -0.15, -0.64)
C (-5.60, -1.61, -1.20)
C (-5.27, -2.71, -0.09)
C (-4.07, -2.34, 0.91)
C (-2.64, -2.98, 0.54)
C (-2.58, -4.58, 0.32)
C (-3.74, -5.42, 1.04)
C (-3.26, -6.87, 1.57)
F (-2.95, -7.62, 0.38)
F (-2.06, -6.83, 2.32)
C (-4.46, -7.65, 2.35)
F (-5.38, -8.01, 1.31)
F (-5.19, -6.78, 3.21)
C (-4.00, -9.02, 3.03)
F (-5.17, -9.78, 3.38)
F (-3.26, -9.86, 2.15)
C (-3.13, -8.88, 4.37)
F (-3.05, -7.58, 4.90)
F (-1.79, -9.29, 4.09)
F (-3.56, -9.75, 5.42)
N (-2.22, -2.10, -0.63)
N (-2.48, -2.59, -1.95)
C (-0.80, -1.52, -0.62)
C (0.01, -1.43, -2.00)
C (1.19, -0.33, -1.86)
O (1.08, 0.75, -1.26)
O (2.44, -0.63, -2.50)
C (3.48, 0.23, -2.00)
C (4.34, -0.07, -0.67)
O (3.79, 1.28, -2.62)
C (-0.19, -2.28, 0.66)
S (0.86, -3.71, 0.17)
C (2.51, -3.08, -0.49)
O (1.23, -4.68, 1.26)
O (0.29, -4.54, -0.98)
C (-1.50, -2.51, 1.63)
C (-1.64, -0.98, 2.22)
C (-2.59, -0.84, 3.50)
C (-2.76, 0.76, 3.76)
C (-3.07, 1.08, 5.33)
O (-3.70, 2.39, 5.40)
C (-2.88, 3.40, 4.76)
P (-1.19, -3.69, 3.13)
C (-2.80, -4.12, 4.02)
O (-0.13, -2.79, 4.18)
H (-3.45, 1.07, 0.19)
H (-5.06, 2.07, 0.39)
H (-3.83, 2.48, -0.94)
H (-5.88, -0.07, 0.50)
H (-6.96, 0.21, -1.01)
H (-4.82, -1.51, -2.03)
H (-6.57, -1.97, -1.74)
H (-5.10, -3.71, -0.64)
H (-6.23, -2.88, 0.54)
H (-4.37, -2.76, 1.95)
H (-4.07, -1.21, 1.03)
H (-1.58, -5.04, 0.67)
H (-2.64, -4.88, -0.80)
H (-4.31, -4.88, 1.86)
H (-4.52, -5.67, 0.23)
H (-2.76, -1.21, -0.67)
H (-2.73, -1.76, -2.51)
H (-3.31, -3.21, -1.97)
H (-0.98, -0.40, -0.40)
H (0.51, -2.39, -2.35)
H (-0.62, -1.05, -2.89)
H (3.63, -0.06, 0.23)
H (5.13, 0.74, -0.51)
H (4.80, -1.13, -0.69)
H (0.59, -1.51, 1.03)
H (2.52, -3.05, -1.63)
H (2.67, -2.06, 0.01)
H (3.33, -3.78, -0.12)
H (-2.10, -0.26, 1.43)
H (-0.62, -0.54, 2.52)
H (-2.17, -1.26, 4.47)
H (-3.65, -1.24, 3.38)
H (-3.53, 1.24, 3.07)
H (-1.73, 1.21, 3.53)
H (-2.12, 1.06, 5.97)
H (-3.85, 0.31, 5.70)
H (-3.04, 4.43, 5.24)
H (-1.76, 3.15, 4.82)
H (-3.19, 3.50, 3.65)
H (-2.56, -4.14, 5.15)
H (-3.64, -3.35, 3.90)
H (-3.23, -5.14, 3.77)
H (0.76, -3.15, 3.93)
C (6.12, 3.46, -4.21)
C (5.43, 4.47, -3.32)
C (4.58, 5.46, -4.06)
O (4.56, 6.56, -3.16)
C (5.72, 6.50, -2.46)
O (6.12, 7.37, -1.73)
O (6.37, 5.32, -2.68)
H (5.43, 2.66, -4.50)
H (6.51, 3.92, -5.12)
H (6.97, 3.01, -3.69)
H (4.86, 3.95, -2.53)
H (3.57, 5.09, -4.25)
H (5.01, 5.79, -5.01)
C (1.51, 0.94, -7.31)
C (2.69, 1.88, -7.22)
C (2.83, 2.56, -5.89)
O (3.56, 3.73, -6.23)
C (3.24, 4.02, -7.53)
O (3.52, 5.03, -8.09)
O (2.54, 2.99, -8.09)
H (1.73, -0.02, -6.83)
H (0.62, 1.36, -6.84)
H (1.25, 0.75, -8.36)
H (3.61, 1.35, -7.51)
H (3.39, 1.96, -5.16)
H (1.88, 2.86, -5.45)
C (5.59, 8.84, 0.73)
C (6.45, 9.41, 1.84)
C (7.16, 8.38, 2.67)
O (7.35, 9.07, 3.90)
C (6.34, 9.98, 4.00)
O (6.10, 10.61, 4.98)
O (5.65, 10.07, 2.83)
H (6.21, 8.56, -0.12)
H (5.04, 7.96, 1.06)
H (4.85, 9.57, 0.40)
H (7.14, 10.15, 1.43)
H (8.11, 8.07, 2.23)
H (6.55, 7.49, 2.87)